No. 1
88
Properties=species:S:1:pos:R:3:forces:R:3:lowdin_charge:R:1 method="wB97M-V/def2-TZVPD" de_lowest_kcal_mol=270.19 gap_ha=0.3246 mol_weight_g_mol=660.616 smiles="NC(N)=O.NC(N)=O.NC(N)=O.NC(N)=O.NC(N)=O.NC(N)=O.NC(N)=O.NC(N)=O.NC(N)=O.NC(N)=O.NC(N)=O" spin_multiplicity=1 lumo_energy_ev=-0.343 e_homo_ev=-9.18 total_charge=0
C -28.153320 32.134750 -14.073680 2.129 -0.149 1.033 -0.78
O -27.508330 33.154860 -14.039330 2.000 0.385 1.069 0.04
N -27.969540 30.904430 -13.503880 1.565 0.082 1.607 0.14
N -29.196220 32.083080 -14.798530 -5.871 -0.384 -3.726 0.14
H -28.434700 30.084280 -13.865930 0.372 0.323 0.211 0.10
H -27.243110 30.847650 -12.804470 -0.224 -0.417 -0.198 0.10
H -29.947990 31.478440 -14.499630 0.007 0.162 -0.510 0.12
H -29.408350 32.812830 -15.463790 0.037 -0.001 0.487 0.13
C -24.720990 22.121880 -15.007860 -2.124 4.763 2.688 -0.84
O -25.864420 22.497800 -14.948900 -2.347 0.577 -0.151 0.04
N -23.769880 22.872250 -14.458520 1.932 1.471 1.281 0.15
N -24.352310 21.072010 -15.579290 2.148 -5.188 -2.921 0.18
H -24.106300 23.659760 -13.923030 0.378 -0.250 -0.038 0.11
H -22.795260 22.607440 -14.449110 -0.279 0.304 0.204 0.10
H -24.978500 20.847680 -16.339320 0.591 -0.813 -0.085 0.14
H -23.348660 20.961220 -15.556560 -0.330 -0.848 -0.980 0.12
C -22.082220 21.641580 -21.337460 -1.948 1.869 -4.672 -0.82
O -22.630450 21.889250 -22.416730 -0.629 -0.501 0.720 0.02
N -22.225490 22.239240 -20.214100 -3.486 4.178 3.907 0.15
N -21.105410 20.869530 -21.144420 4.563 -4.953 -1.079 0.16
H -22.926070 22.964620 -20.269810 0.487 0.412 1.003 0.13
H -21.452460 22.148520 -19.570440 -1.223 1.246 0.479 0.11
H -20.729770 21.044510 -20.223340 1.275 -2.134 -1.061 0.11
H -20.910470 20.219040 -21.892060 0.917 -0.126 0.693 0.14
C -30.917030 35.996940 -24.645840 -0.644 0.013 -2.032 -0.80
O -31.581690 36.964440 -24.808840 -1.155 3.052 0.047 0.07
N -30.341830 35.313520 -25.631510 1.315 -1.244 -2.143 0.14
N -30.756630 35.315490 -23.549120 0.241 -1.422 4.005 0.15
H -30.205070 35.697320 -26.555690 -0.169 -0.407 0.322 0.12
H -29.960580 34.444810 -25.284930 0.515 0.190 -1.623 0.09
H -30.792070 35.817460 -22.673410 -0.077 -0.583 -0.028 0.13
H -30.268840 34.443130 -23.694540 -0.022 0.357 1.444 0.10
C -28.722100 29.058510 -25.258410 -1.905 3.413 -0.737 -0.83
O -28.747330 30.111430 -24.691820 0.516 2.323 1.845 0.04
N -28.075030 28.008630 -24.886610 2.653 -3.813 2.482 0.16
N -29.423840 28.851750 -26.344800 -1.280 -1.996 -3.039 0.16
H -28.255050 27.133470 -25.357550 0.208 0.056 0.464 0.11
H -27.995110 27.970140 -23.880510 0.472 -0.332 -0.076 0.13
H -29.285600 27.880930 -26.586650 -1.041 0.522 -1.383 0.10
H -29.926710 29.505590 -26.927650 0.377 -0.114 0.482 0.12
C -32.205640 22.563250 -15.928400 -5.833 0.258 -1.601 -0.89
O -33.383400 22.381990 -16.135610 -2.213 -0.804 -0.938 0.04
N -31.503890 23.324620 -16.650280 3.572 5.043 -5.260 0.18
N -31.640790 22.160200 -14.892140 4.429 -3.103 6.134 0.18
H -30.545220 23.615670 -16.522370 -0.199 -0.442 0.307 0.12
H -31.977880 23.899240 -17.332370 -0.093 -0.376 0.069 0.13
H -30.659600 22.394630 -14.941390 0.189 -0.843 1.028 0.12
H -31.922820 21.252540 -14.550540 0.171 0.261 0.257 0.13
C -23.494950 36.229950 -25.417220 6.248 0.105 5.661 -0.78
O -22.433750 36.849510 -25.150930 -1.170 -0.985 -0.270 -0.02
N -24.273050 36.610440 -26.310620 -4.127 2.793 -5.932 0.17
N -23.950600 35.181570 -24.721530 -0.922 -1.415 0.161 0.16
H -23.960850 37.439450 -26.795780 -0.387 -0.227 -0.198 0.14
H -25.141700 36.158240 -26.557710 0.262 0.363 0.002 0.12
H -23.526690 34.763330 -23.905770 -0.011 0.222 -0.513 0.12
H -24.740250 34.791430 -25.215840 0.120 -0.862 1.124 0.09
C -27.118110 38.122170 -17.963410 -3.792 4.243 -1.596 -0.76
O -27.916490 38.981030 -18.424930 1.285 -1.628 0.243 -0.02
N -26.248040 38.431350 -17.054880 3.321 2.028 3.359 0.15
N -27.100240 36.860710 -18.216370 -0.082 -5.050 -1.452 0.17
H -26.157890 39.393020 -16.759640 -0.196 -0.268 -0.190 0.12
H -25.588860 37.781230 -16.651250 -0.231 0.186 -0.199 0.11
H -27.641170 36.388320 -18.926540 0.001 0.574 0.208 0.12
H -26.431510 36.294220 -17.714380 -0.300 -0.106 -0.368 0.11
C -26.481190 28.301680 -18.816090 -3.909 -1.881 -4.278 -0.82
O -27.169730 27.549930 -19.495120 -0.514 -1.449 -0.038 0.01
N -26.508100 29.568010 -19.142390 0.460 4.344 -0.761 0.15
N -25.844470 27.978670 -17.774760 3.474 -0.614 4.457 0.19
H -27.195390 29.806060 -19.843150 0.491 -0.089 -0.063 0.12
H -25.687560 30.152030 -19.066680 -0.293 0.110 0.034 0.11
H -25.324790 28.765350 -17.412590 0.154 -0.783 0.914 0.12
H -25.828270 27.048450 -17.381650 0.130 0.364 -0.295 0.13
C -28.533480 20.518910 -22.129420 -5.773 0.057 3.216 -0.69
O -29.612170 20.550780 -21.405540 3.682 -0.613 -2.285 -0.06
N -27.938290 19.465910 -22.659620 0.968 -1.783 -0.529 0.15
N -27.948060 21.627280 -22.524700 0.859 2.176 -0.313 0.14
H -28.197340 18.503780 -22.494400 0.102 0.462 0.035 0.12
H -27.100990 19.742280 -23.152230 -0.101 -1.287 -0.092 0.10
H -28.352860 22.489250 -22.188210 0.542 -0.069 -0.201 0.12
H -27.054490 21.521730 -22.983490 -0.219 1.077 0.178 0.10
C -21.370420 34.844710 -18.894990 -2.051 -1.753 0.762 -0.82
O -22.228140 34.182030 -19.433780 -0.963 -0.910 -0.853 0.03
N -21.342860 35.003830 -17.591960 -1.231 0.049 4.031 0.15
N -20.338510 35.328070 -19.470470 3.692 1.966 -3.397 0.17
H -21.928390 34.329900 -17.119670 0.009 0.574 0.321 0.11
H -20.705000 35.575440 -17.056700 -0.050 -0.410 -0.314 0.11
H -19.889070 36.141570 -19.075100 0.256 -0.316 -0.533 0.12
H -20.279930 35.069550 -20.445070 0.296 0.794 -0.025 0.13

---

No. 2
10
Properties=species:S:1:pos:R:3:forces:R:3:nbo_charge:R:1 method="wB97M-V/def2-TZVPD" de_lowest_kcal_mol=70.79 gap_ha="0.2570 / 0.2574" mol_weight_g_mol=175.973 spin_multiplicity=1 lumo_energy_ev="-0.892 / -1.083" e_homo_ev="-7.89 / -8.09" total_charge=0
C -0.875668 0.990250 0.243232 -1.731 -0.495 -0.904 -0.07
C -1.410207 -0.190059 -0.316524 -2.928 -0.328 0.097 -0.07
C 1.488014 0.697678 0.613272 1.447 -0.263 0.452 0.14
N 0.377362 1.027406 0.299765 3.258 0.488 0.087 -0.37
N -0.675062 -1.268619 -0.355928 -1.924 -1.228 0.902 -0.16
N 0.495983 -1.542698 -0.321490 2.940 0.998 -1.968 0.31
O 1.234813 -2.362317 0.145862 -0.946 -0.542 0.837 -0.32
Br 3.159854 1.105982 -0.238851 -0.805 -0.090 -0.003 0.07
H -1.262680 1.931092 0.505748 -1.743 0.612 0.276 0.23
H -2.532410 -0.388711 -0.575088 2.432 0.848 0.224 0.24

---

No. 3
16
Properties=species:S:1:pos:R:3:forces:R:3:nbo_charge:R:1 method="wB97M-V/def2-TZVPD" de_lowest_kcal_mol=113.97 gap_ha=0.3280 mol_weight_g_mol=86.134 spin_multiplicity=1 lumo_energy_ev=0.802 e_homo_ev=-8.12 total_charge=0
C -1.548158 0.627437 -0.087460 -0.014 -0.076 -0.046 -0.61
C -0.551220 -0.035298 0.841294 0.412 0.005 -0.210 -0.39
C -0.210758 -1.514403 0.703504 0.387 -0.624 0.854 0.27
O 1.118577 -1.311239 0.750917 -1.086 0.566 -0.207 -0.48
C 0.981297 0.163086 0.701152 0.211 0.121 -0.021 0.10
C 1.514645 0.697129 -0.606800 -0.017 0.012 0.013 -0.65
H -1.657740 1.689018 0.136408 0.040 0.022 0.014 0.21
H -2.532384 0.164565 0.023922 0.122 -0.005 0.014 0.23
H -1.250354 0.513199 -1.127516 -0.019 0.035 -0.050 0.22
H -0.861782 0.130096 1.881158 0.084 -0.172 -0.080 0.24
H -0.717272 -1.938635 -1.434735 -0.075 -0.913 1.860 -0.10
H -0.723933 -2.291426 -0.541503 0.122 1.176 -2.167 0.08
H 1.491636 0.603138 1.566066 -0.079 -0.059 -0.166 0.19
H 2.600739 0.560146 -0.660343 -0.218 0.025 0.009 0.23
H 1.294156 1.768922 -0.692398 0.039 -0.210 0.022 0.22
H 1.052548 0.174263 -1.453662 0.091 0.097 0.160 0.22